# 1
The following is a quantum chemistry calculation of a 2-piece molecular cluster, C3H9NO2 overall in a non-equilibrium geometry, from the Open Molecules 2025 dataset.

- 2S+1 = 1
- gap between HOMO and LUMO (eV) = 10.6
- SMILES = CC(=O)O.CN
- energy above the lowest of the compared OMol25 structures with the same formula, charge and spin (kJ/mol) = 76.0
- LUMO level (eV) = 0.91

Last column: natural (NBO) charge in e.
Atoms and positions in Å:
1 C -2.737 0.815 -0.540  -0.73
2 C -1.256 0.616 -0.256  0.80
3 O -0.359 0.719 -1.041  -0.61
4 O -1.113 -0.035 0.929  -0.74
5 H -2.857 0.421 -1.548  0.25
6 H -2.837 1.906 -0.579  0.23
7 H -3.267 0.413 0.315  0.24
8 H -0.280 -0.545 0.980  0.52
9 C 2.297 -0.130 0.002  -0.42
10 N 1.562 -1.271 0.551  -0.87
11 H 1.977 0.013 -1.018  0.22
12 H 3.378 -0.211 0.127  0.17
13 H 2.038 0.812 0.496  0.20
14 H 1.735 -2.120 0.038  0.37
15 H 1.719 -1.404 1.543  0.36

Forces on the atoms, in the same order (eV/Å):
1.6863 1.5184 0.3128
-0.3716 -2.4851 0.3857
0.1978 0.8441 -0.3431
-0.4070 0.4049 0.2890
-0.6145 -0.2034 0.2834
-0.5243 -0.1410 -0.1276
-0.5133 -0.2000 -0.5266
0.5270 0.2846 -0.5815
0.0820 0.2285 0.5175
-0.5980 0.5857 0.4157
0.2885 -0.0600 -0.3466
0.1310 -0.1834 -0.3866
-0.3125 -0.2980 0.1608
0.0840 -0.0882 0.1141
0.3445 -0.2071 -0.1670

=====

# 2
The following is a quantum chemistry calculation of C11H15NO as an isolated structure in a non-equilibrium geometry, from the Open Molecules 2025 dataset.

- 2S+1 = 1
- gap between HOMO and LUMO (eV) = 9.2
- energy above the lowest of the compared OMol25 structures with the same formula, charge and spin (kJ/mol) = 486.0
- LUMO level (eV) = 0.87

Last column: natural (NBO) charge in e.
Atoms and positions in Å:
1 C 0.678 0.113 3.275  0.30
2 C -0.405 -0.660 1.574  -0.06
3 C 0.762 -0.136 1.142  0.26
4 C -2.711 -1.298 1.696  -0.36
5 C 2.353 -0.983 -0.860  -0.45
6 C -1.625 -1.202 0.913  -0.05
7 C 1.590 0.065 -0.647  0.17
8 C -1.502 -1.855 -0.377  -0.62
9 C 0.614 1.153 -2.658  -0.61
10 C 0.070 2.175 -0.396  -0.58
11 C 1.134 1.362 -1.275  -0.32
12 N -0.410 -0.502 2.997  -0.44
13 O 1.512 0.256 2.192  -0.45
14 H 0.982 0.501 4.265  0.20
15 H -3.639 -1.796 1.250  0.18
16 H -2.953 -0.871 2.694  0.23
17 H 2.851 -0.968 -1.853  0.20
18 H 2.426 -1.754 -0.230  0.22
19 H -0.702 -2.534 -0.366  0.23
20 H -2.526 -2.203 -0.754  0.23
21 H -1.120 -1.093 -1.226  0.20
22 H 0.755 2.028 -3.300  0.22
23 H -0.421 1.088 -2.657  0.21
24 H 0.799 0.188 -3.214  0.22
25 H 0.395 3.194 -0.449  0.21
26 H -0.890 2.080 -1.070  0.21
27 H -0.051 1.806 0.617  0.23
28 H 2.034 1.849 -1.283  0.22

Forces on the atoms, in the same order (eV/Å):
0.1966 -0.6640 0.2077
-0.2564 0.3188 0.9702
1.7051 -0.7511 -4.2538
-2.4746 -0.3515 -0.9289
-0.1008 3.5608 -4.0956
0.2955 0.3392 2.9282
-3.0600 -0.8480 5.5036
-1.3567 2.4784 -3.6836
0.4574 -0.6474 -2.1409
-0.5726 -1.1159 -3.1847
-1.6090 -1.9347 1.6964
-0.1241 0.6291 -0.5942
-0.1782 1.1339 0.7074
0.0854 -0.4516 -0.9436
1.3906 0.6011 0.4912
1.0617 -0.2987 -0.8841
-0.0385 -0.4595 0.7054
0.4550 -2.7083 2.2353
0.6847 -1.5636 -0.0375
1.7109 -0.0213 0.5686
-0.8932 -1.2960 1.8050
0.5460 -0.2404 -0.0830
-2.2868 -0.0551 0.4933
0.9317 1.0780 0.6695
-0.0886 0.7441 0.3258
1.4129 0.3424 2.0309
-0.1085 0.2027 -0.2182
2.2145 1.9784 -0.2906

=====

# 3
The following is a quantum chemistry calculation of C41H52INO5SeW as an isolated structure, from the Open Molecules 2025 dataset.

- 2S+1 = 1
- gap between HOMO and LUMO (eV) = 6.7
- net charge = +2
- energy above the lowest of the compared OMol25 structures with the same formula, charge and spin (kJ/mol) = 0.0
- LUMO level (eV) = -6.86

Last column: Löwdin charge in e.
Atoms and positions in Å:
1 W -0.889 0.004 -1.863  1.81
2 C -2.018 -3.050 5.224  -0.03
3 C -0.681 -2.416 4.812  -0.55
4 C 0.376 -3.516 4.728  -0.06
5 C -0.244 -1.396 5.874  -0.03
6 C -0.860 -1.697 3.477  -0.13
7 C -0.146 -2.045 2.338  -0.02
8 C -0.360 -1.325 1.176  -0.36
9 Se 0.497 -1.777 -0.464  1.36
10 C 2.080 -0.713 -0.449  -0.35
11 C 3.251 -1.170 0.130  -0.02
12 C 4.380 -0.365 0.073  -0.13
13 C 4.267 0.863 -0.585  0.06
14 C 3.109 1.351 -1.185  -0.07
15 C 1.994 0.513 -1.096  -0.26
16 O 0.771 0.834 -1.647  -0.31
17 C 3.065 2.721 -1.864  -0.52
18 C 4.439 3.394 -1.893  -0.05
19 C 2.110 3.621 -1.066  -0.03
20 C 2.589 2.585 -3.317  -0.02
21 C 5.717 -0.776 0.683  -0.55
22 C 6.125 0.260 1.740  -0.03
23 C 6.778 -0.828 -0.426  -0.03
24 C 5.640 -2.149 1.351  -0.06
25 C -1.265 -0.280 1.106  -0.27
26 O -1.356 0.371 -0.104  -0.35
27 C -2.033 0.079 2.216  -0.06
28 C -1.786 -0.656 3.372  0.06
29 C -3.059 1.212 2.175  -0.52
30 C -2.301 2.542 2.039  -0.05
31 C -3.888 1.269 3.459  -0.05
32 C -4.037 1.016 1.005  -0.03
33 H -1.902 -3.564 6.179  0.10
34 H -2.351 -3.780 4.484  0.09
35 H -2.804 -2.304 5.346  0.08
36 H 0.473 -3.997 5.702  0.10
37 H 1.358 -3.118 4.463  0.09
38 H 0.102 -4.292 4.009  0.09
39 H -0.112 -1.897 6.833  0.10
40 H -0.984 -0.608 6.012  0.08
41 H 0.705 -0.929 5.602  0.09
42 H 0.558 -2.865 2.346  0.11
43 H 3.277 -2.140 0.607  0.11
44 H 5.151 1.480 -0.636  0.10
45 H 4.823 3.589 -0.891  0.09
46 H 4.348 4.357 -2.396  0.10
47 H 5.173 2.802 -2.443  0.10
48 H 2.484 3.773 -0.052  0.10
49 H 1.114 3.186 -0.998  0.01
50 H 2.025 4.599 -1.545  0.10
51 H 3.261 1.939 -3.886  0.10
52 H 2.590 3.568 -3.790  0.10
53 H 1.582 2.178 -3.386  0.05
54 H 6.241 1.256 1.311  0.08
55 H 7.081 -0.021 2.183  0.10
56 H 5.384 0.318 2.540  0.09
57 H 6.911 0.140 -0.909  0.08
58 H 6.511 -1.558 -1.192  0.09
59 H 7.740 -1.119 -0.001  0.10
60 H 4.917 -2.164 2.169  0.09
61 H 6.613 -2.399 1.773  0.10
62 H 5.384 -2.936 0.637  0.09
63 H -2.358 -0.409 4.253  0.11
64 H -1.740 2.759 2.949  0.10
65 H -3.000 3.365 1.872  0.10
66 H -1.579 2.511 1.222  0.01
67 H -3.276 1.482 4.336  0.09
68 H -4.436 0.340 3.629  0.10
69 H -4.619 2.073 3.372  0.10
70 H -3.558 1.114 0.032  0.03
71 H -4.824 1.770 1.059  0.10
72 H -4.515 0.034 1.059  0.10
73 O -2.213 -1.615 -1.461  -0.12
74 C -3.233 -0.961 -1.908  -0.47
75 O -2.889 0.174 -2.423  -0.13
76 C -4.595 -1.412 -1.826  -0.15
77 C -5.614 -0.599 -2.329  0.01
78 C -6.924 -1.024 -2.236  -0.04
79 C -7.209 -2.251 -1.646  -0.03
80 C -6.193 -3.060 -1.145  -0.04
81 C -4.879 -2.646 -1.231  0.01
82 H -5.369 0.352 -2.783  0.13
83 H -7.725 -0.408 -2.620  0.12
84 H -8.236 -2.584 -1.576  0.12
85 H -6.434 -4.011 -0.691  0.12
86 H -4.077 -3.260 -0.843  0.13
87 I -1.825 3.266 -1.523  1.25
88 C -1.249 2.776 -3.450  -0.72
89 C -1.226 3.723 -4.456  -0.08
90 C -0.829 3.329 -5.722  0.00
91 C -0.476 2.006 -5.937  -0.01
92 C -0.525 1.122 -4.881  -0.09
93 N -0.905 1.496 -3.647  -0.11
94 H -1.512 4.743 -4.245  0.11
95 H -0.797 4.047 -6.531  0.13
96 H -0.162 1.657 -6.909  0.13
97 H -0.255 0.088 -5.004  0.11
98 C -0.119 -2.464 -3.582  -0.08
99 O -0.420 -1.112 -3.236  -0.45
100 H 0.878 -2.715 -3.222  0.09
101 H -0.139 -2.541 -4.667  0.10
102 H -0.866 -3.122 -3.142  0.10

Forces on the atoms, in the same order (eV/Å):
-0.1110 -0.2397 -0.3039
0.0014 -0.0013 0.0010
0.0064 -0.0057 0.0076
0.0014 -0.0018 0.0015
-0.0030 0.0051 -0.0062
-0.0009 -0.0278 0.0137
0.0120 -0.0317 -0.0327
-0.0354 0.0261 0.0545
0.0465 -0.0190 0.0530
0.0116 0.0910 -0.0380
-0.0141 -0.0018 -0.0204
-0.0095 0.0101 -0.0004
-0.0010 -0.0023 0.0068
0.0062 -0.0389 -0.0007
-0.0415 -0.1451 0.0737
0.0414 0.0843 -0.2029
-0.0258 0.0208 0.0161
0.0022 -0.0138 0.0167
-0.0067 -0.0122 -0.0158
0.0090 -0.0070 -0.0274
0.0156 -0.0084 0.0029
-0.0025 0.0098 -0.0066
0.0080 0.0015 0.0028
-0.0110 -0.0016 -0.0013
-0.0356 -0.0567 -0.0742
-0.0766 0.1369 0.3385
0.0088 -0.0370 -0.0524
-0.0089 0.0111 0.0053
0.0199 0.0374 0.0028
-0.0057 -0.0105 0.0120
-0.0151 0.0089 0.0129
-0.0059 -0.0083 0.0204
-0.0003 0.0001 -0.0020
0.0013 0.0006 -0.0009
0.0024 0.0012 0.0007
-0.0022 0.0004 -0.0017
-0.0033 0.0009 -0.0027
0.0006 -0.0015 0.0047
-0.0004 -0.0015 -0.0006
0.0009 -0.0009 0.0022
-0.0016 -0.0001 -0.0006
0.0058 0.0061 0.0029
0.0027 0.0053 0.0072
0.0112 0.0131 0.0012
-0.0011 -0.0089 0.0023
-0.0021 -0.0023 -0.0009
-0.0008 0.0011 0.0015
-0.0007 0.0055 0.0007
0.0029 0.0179 0.0132
0.0058 -0.0021 -0.0066
0.0016 0.0012 -0.0014
0.0005 -0.0014 -0.0072
0.0141 0.0116 0.0164
0.0015 -0.0008 0.0017
-0.0006 -0.0009 -0.0001
-0.0024 -0.0009 -0.0007
0.0034 -0.0023 0.0020
-0.0026 0.0008 0.0025
-0.0020 0.0007 -0.0027
0.0015 0.0009 -0.0044
0.0027 0.0041 -0.0014
0.0007 -0.0001 0.0012
0.0084 -0.0016 -0.0059
-0.0102 -0.0024 0.0014
0.0014 -0.0103 -0.0028
0.0079 0.0092 -0.0525
-0.0037 -0.0015 -0.0029
-0.0077 0.0014 0.0006
0.0038 -0.0003 0.0028
0.0121 0.0086 -0.0041
0.0034 -0.0007 -0.0005
0.0001 0.0016 0.0089
-0.2791 0.1833 -0.1016
0.3917 -0.0529 0.1013
0.0721 0.1154 0.0575
0.0184 -0.0893 0.0020
-0.0076 0.0077 -0.0079
0.0201 -0.0032 0.0068
-0.0085 -0.0067 0.0027
-0.0075 -0.0292 0.0163
-0.0169 0.0382 -0.0192
-0.0027 0.0004 0.0001
0.0000 0.0000 -0.0012
0.0002 0.0027 -0.0002
-0.0030 0.0023 -0.0009
0.0128 0.0089 -0.0026
-0.1006 0.1260 -0.1009
0.0138 -0.0938 0.0173
-0.0026 0.0173 0.0397
0.0016 0.0274 -0.0325
0.0051 -0.0285 0.0136
-0.0220 0.0548 0.0084
-0.0331 0.0111 0.2231
-0.0002 -0.0005 0.0001
-0.0042 0.0039 0.0073
-0.0007 -0.0038 0.0022
0.0147 -0.0167 -0.0202
-0.0779 -0.0141 0.0015
0.2092 -0.0743 -0.0325
0.0080 0.0151 0.0039
-0.0390 -0.0035 -0.0030
0.0022 -0.0219 -0.0116

=====

# 4
The following is a quantum chemistry calculation of the molecule C5H6O in a non-equilibrium geometry, from the Open Molecules 2025 dataset.

- 2S+1 = 1
- gap between HOMO and LUMO (eV) = 9.8
- SMILES = C=C=C(C)C=O
- energy above the lowest of the compared OMol25 structures with the same formula, charge and spin (kJ/mol) = 280.5
- LUMO level (eV) = 0.46

Last column: natural (NBO) charge in e.
Atoms and positions in Å:
1 C 1.768 -1.033 0.174  -0.29
2 C 0.481 -0.994 0.464  0.05
3 C -0.354 -0.001 0.155  -0.26
4 C -1.852 -0.024 0.057  -0.63
5 C 0.484 1.184 -0.177  0.39
6 O 1.705 1.144 -0.211  -0.54
7 H 2.694 -0.988 0.725  0.24
8 H 1.800 -1.316 -0.868  0.23
9 H -2.262 0.957 -0.202  0.21
10 H -2.293 -0.346 1.003  0.23
11 H -2.182 -0.730 -0.714  0.22
12 H 0.011 2.147 -0.406  0.15

Forces on the atoms, in the same order (eV/Å):
-0.1945 -1.0047 -0.0427
0.0319 0.4546 -0.0018
-0.0066 -0.0755 0.2137
-0.0970 0.0342 0.0824
0.3505 0.1402 -0.0731
-0.4642 0.6075 -0.2981
-0.2671 -0.1770 0.3807
0.8096 -0.0653 -0.4151
0.0998 -0.0842 0.0961
-0.0367 0.0880 -0.0873
0.0981 0.1414 0.1353
-0.3240 -0.0592 0.0099